The following is a DFT calculation (ωB97M-V with the def2-TZVPD basis set) of a structure of composition C4H17NO3PSr at a distorted geometry.

Values from the calculation:
- frontier orbital gap (alpha / beta) (eV) = 3.09 / 3.26
- net charge = -1
- E_LUMO (alpha / beta) (eV) = 3.00 / 2.95
- HOMO level (alpha / beta) (eV) = -0.09 / -0.31
- energy above the lowest of the compared OMol25 structures with the same formula, charge and spin (kJ/mol) = 0.00
- molar mass (g mol⁻¹) = 245.778

```
27
Properties=species:S:1:pos:R:3:forces:R:3
C 0.854 0.124 3.333 0.02 -0.05 0.14
Sr 0.948 -1.228 1.129 0.30 -0.70 0.70
N 2.678 -1.828 -0.748 0.61 -0.13 -0.35
H 3.466 -0.569 1.878 0.07 0.38 0.30
H 2.603 -2.803 -1.053 -0.13 0.06 0.14
H 3.118 -0.104 2.374 0.19 -0.40 -0.42
H 1.813 0.169 3.878 -0.38 0.15 0.24
H 0.102 -0.382 3.970 0.21 0.24 0.04
H 0.498 1.149 3.118 0.16 -0.19 0.19
H 2.396 -1.244 -1.543 0.08 -0.09 0.32
H 3.670 -1.676 -0.570 -0.07 0.03 -0.12
C -1.463 2.400 -2.532 0.27 -0.61 0.61
O -1.386 1.120 -1.835 -1.17 -0.29 -1.25
P -0.103 0.772 -0.883 1.35 1.47 2.05
O -0.796 0.412 0.668 -1.00 0.57 -1.12
C -2.059 0.921 1.154 0.88 0.04 -0.04
O 0.068 -0.912 -1.161 -1.44 0.27 -1.47
C -1.017 -1.744 -1.648 -0.03 0.01 0.13
H -2.354 2.376 -3.161 0.14 -0.28 -0.05
H -0.557 2.568 -3.129 -0.26 -0.02 0.12
H -1.588 3.221 -1.819 0.21 -0.13 0.08
H -1.871 1.227 2.184 -0.18 -0.04 0.00
H -2.372 1.795 0.571 0.02 -0.20 0.00
H -2.817 0.130 1.123 0.06 0.13 -0.07
H -1.210 -2.547 -0.933 0.07 -0.11 0.03
H -1.938 -1.170 -1.778 0.23 -0.01 -0.08
H -0.684 -2.176 -2.590 -0.19 -0.10 -0.12
```
Forces are in eV/Å.

Löwdin population analysis, charges in e, atoms 1 to 4: -0.41 0.69 -0.10 0.02